# C5H5O2

An isolated ion of composition C5H5O2 and charge -1 (ωB97M-V/def2-TZVPD, the OMol25 dataset).

```
12
C5H5O2 ωB97M-V/def2-TZVPD
C -0.84 -1.22 -0.07
C -1.57 -0.11 -0.01
C 0.56 -1.07 -0.02
C 0.03 1.34 -0.02
C 1.14 0.40 0.05
O -2.74 0.32 0.06
O 1.32 -2.03 -0.05
H -1.37 -2.08 0.23
H -0.12 1.63 -1.03
H -0.18 2.01 0.78
H 1.82 0.38 0.82
H 1.95 0.43 -0.73
```

Its energy above the lowest of the compared OMol25 structures with the same formula, charge and spin is 145.7 kJ/mol. The calculation puts the LUMO energy at 0.1596 hartree. The net charge is -1. The calculation puts the HOMO-LUMO gap at 7.37 eV.

Let us look at the Löwdin charges, expressed in e, one per atom: -0.091 -0.321 -0.466 -0.097 -0.231 -0.068 -0.047 0.088 0.032 0.034 0.058 0.109

# C10H10N2O2P

An isolated ion of composition C10H10N2O2P and charge +1 (ωB97M-V/def2-TZVPD, the OMol25 dataset).

```
25
C10H10N2O2P ωB97M-V/def2-TZVPD
O 0.29 2.47 -1.35
P 0.24 1.91 -0.02
O 0.21 2.48 1.32
N -1.39 0.71 -0.05
C -2.13 0.58 1.05
C -3.27 -0.20 1.04
C -3.63 -0.84 -0.14
C -2.85 -0.67 -1.27
C -1.73 0.13 -1.19
N 1.42 0.53 0.02
C 2.13 0.28 -1.07
C 3.18 -0.61 -1.04
C 3.49 -1.24 0.17
C 2.74 -0.95 1.30
C 1.70 -0.04 1.19
H -1.79 1.12 1.92
H -3.86 -0.31 1.93
H -4.51 -1.47 -0.17
H -3.11 -1.14 -2.21
H -1.09 0.33 -2.04
H 1.84 0.82 -1.96
H 3.76 -0.80 -1.93
H 4.32 -1.93 0.22
H 2.96 -1.41 2.25
H 1.09 0.27 2.03
```

Its energy above the lowest of the compared OMol25 structures with the same formula, charge and spin is 0.0 kJ/mol. The calculation puts the LUMO energy at -0.1581 hartree. The net charge is +1. The SMILES is O=P([O-])([n+]1ccccc1)[n+]1ccccc1. The calculation puts the HOMO-LUMO gap at 9.95 eV.

Let us look at the Löwdin charges, expressed in e, one per atom: -0.234 0.517 -0.235 -0.029 -0.065 -0.006 -0.009 -0.008 -0.070 -0.065 -0.042 0.005 0.006 0.004 -0.044 0.128 0.122 0.125 0.123 0.127 0.132 0.127 0.129 0.127 0.134

# C4H11NO4Si3

A 2-piece molecular cluster, C4H11NO4Si3 overall (ωB97M-V/def2-TZVPD, the OMol25 dataset).

```
23
C4H11NO4Si3 ωB97M-V/def2-TZVPD
C 0.38 -1.74 2.38
C 1.63 -1.81 -2.58
C 0.04 -0.24 2.05
C -0.12 -0.22 0.57
N -0.15 1.06 -0.08
O -0.02 -2.66 1.51
O 2.55 -1.57 -1.92
O 0.69 -2.07 3.53
O 0.95 -2.04 -3.51
Si -0.59 -1.86 0.02
Si 1.29 1.72 -0.69
Si -1.82 1.88 -0.37
H -0.99 -0.07 2.67
H 0.70 0.62 2.30
H -1.89 -2.55 0.04
H 0.09 -2.46 -1.32
H 1.85 1.21 -1.86
H -1.54 2.74 0.76
H 1.35 3.15 -1.10
H 2.29 1.60 0.35
H -1.09 2.08 -1.80
H -2.58 0.71 0.02
H -3.00 2.52 -0.94
```

Its energy above the lowest of the compared OMol25 structures with the same formula, charge and spin is 0.0 kJ/mol. The calculation puts the LUMO energy at 0.1954 hartree. The net charge is -2. The calculation puts the HOMO-LUMO gap at 4.04 eV.

Let us look at the Löwdin charges, expressed in e, one per atom: -0.576 -0.533 -0.198 -0.606 -0.511 -0.178 0.151 -0.026 0.122 0.578 0.365 0.163 0.123 0.097 -0.082 -0.030 -0.138 -0.108 -0.113 -0.100 -0.091 -0.098 -0.212

no.,strongest force on any atom (eV Å⁻¹)
1,5.46
2,2.33
3,3.13